2 unconnected molecules or ions with the total composition C31H25BF10O2S in a non-equilibrium geometry. Source: OMol25; level of theory: ωB97M-V/def2-TZVPD.

Calculated values
HOMO-LUMO gap	7.1	eV
SMILES string	CC1(C)COB(C(c2cc(F)cc(F)c2)c2cc(F)cc(F)c2)OC1.Cc1ccc(-c2cc(C(F)(F)F)cc(C(F)(F)F)c2)s1
E_HOMO	-8.16	eV

```
! wB97M-V def2-TZVPD RIJCOSX def2/J DEFGRID3
* xyz 0 1
F 2.65 4.32 -2.74
C 1.45 3.95 -2.14
C 0.49 4.93 -1.96
C -0.71 4.48 -1.40
F -1.69 5.40 -1.07
C -0.97 3.15 -1.19
C 0.00 2.16 -1.51
C -0.47 0.76 -1.42
C -0.23 -0.24 -2.51
C -1.31 -1.03 -2.95
C -1.19 -1.89 -4.04
F -2.31 -2.55 -4.49
C 0.03 -2.08 -4.69
C 1.12 -1.38 -4.16
F 2.36 -1.64 -4.67
C 1.01 -0.46 -3.11
C 1.26 2.60 -1.84
H 0.63 5.97 -2.24
H -1.93 2.87 -0.73
H -1.59 0.86 -1.49
H -2.27 -1.00 -2.42
H 0.14 -2.74 -5.54
H 1.93 -0.02 -2.72
H 2.11 1.93 -1.83
C -0.30 -2.71 5.16
C -0.01 -1.72 4.08
C 0.80 -0.59 4.07
C 0.97 0.01 2.78
C 0.49 -0.80 1.75
B -0.79 0.38 0.05
C 0.98 -0.95 0.40
C 0.85 -2.20 -0.29
C 1.95 -2.82 -0.85
C 1.82 -4.25 -1.36
F 3.00 -4.86 -1.63
F 1.15 -5.06 -0.48
F 1.10 -4.29 -2.52
C 3.18 -2.18 -0.99
C 3.23 -0.85 -0.56
C 4.48 -0.04 -0.81
F 4.21 0.93 -1.75
F 4.93 0.65 0.29
F 5.51 -0.75 -1.29
C 2.13 -0.21 0.02
O -1.73 -0.60 0.34
C -2.95 -0.12 0.94
C -2.82 1.09 1.90
C -3.92 2.03 1.46
C -2.93 0.64 3.32
C -1.49 1.90 1.82
O -0.52 1.39 0.92
S -0.61 -1.96 2.45
H 0.28 -2.49 6.05
H -1.35 -2.73 5.43
H -0.02 -3.70 4.80
H 1.30 -0.22 4.97
H 1.47 0.98 2.67
H -0.07 -2.79 -0.25
H 4.06 -2.67 -1.39
H 2.27 0.78 0.44
H -3.61 0.10 0.09
H -3.39 -0.99 1.45
H -3.88 2.99 2.00
H -3.81 2.25 0.39
H -4.91 1.59 1.61
H -2.86 1.49 4.00
H -3.87 0.12 3.52
H -2.11 -0.04 3.55
H -1.71 2.94 1.53
H -1.02 1.96 2.80
*
```


A molecular structure, C31H25BeF3N3OSb2Se4. Source: OMol25; level of theory: ωB97M-V/def2-TZVPD.

Calculated values
HOMO-LUMO gap	5.8	eV
E_HOMO	-3.82	eV

```
! wB97M-V def2-TZVPD RIJCOSX def2/J DEFGRID3
* xyz -1 1
Be -2.58 1.79 0.92
Se -7.53 3.58 1.01
Sb -5.07 3.30 1.83
Se -4.58 0.94 1.17
Se -2.05 3.73 0.60
Se -7.27 2.89 3.24
C 5.54 -0.66 0.08
C 4.83 -0.36 1.38
C 4.98 -1.17 2.50
C 4.31 -0.91 3.69
C 3.46 0.19 3.80
N 2.84 0.41 5.07
C 1.98 1.44 5.45
O 2.11 2.02 6.52
N 0.99 1.76 4.56
C 0.22 0.89 3.72
C 0.24 -0.50 3.77
C -0.63 -1.21 2.95
C -1.48 -0.53 2.11
N -1.45 0.82 2.02
C -0.63 1.51 2.81
C 3.30 1.02 2.69
C 3.98 0.74 1.51
H 6.35 -1.38 0.22
H 5.96 0.25 -0.36
H 4.85 -1.09 -0.66
H 5.63 -2.04 2.45
H 4.44 -1.56 4.55
H 3.38 0.11 5.85
H 0.59 2.66 4.75
H 0.90 -1.02 4.45
H -0.65 -2.29 2.99
H -2.20 -1.04 1.49
H -0.65 2.60 2.66
H 2.67 1.90 2.74
H 3.85 1.41 0.66
F 1.60 2.60 -6.35
C 0.92 2.11 -5.29
C 0.65 0.76 -5.26
C -0.05 0.26 -4.17
C -0.48 1.11 -3.14
C -0.17 2.47 -3.21
C 0.54 2.98 -4.30
Sb -1.63 0.42 -1.48
C -0.40 -1.31 -1.07
C 0.68 -1.08 -0.21
C 1.53 -2.11 0.17
C 1.29 -3.37 -0.33
F 2.12 -4.37 0.02
C 0.24 -3.66 -1.17
C -0.61 -2.61 -1.54
C -3.20 -0.45 -2.65
C -3.09 -1.56 -3.51
C -4.20 -2.06 -4.19
C -5.41 -1.43 -4.00
F -6.49 -1.93 -4.63
C -5.57 -0.33 -3.19
C -4.45 0.17 -2.52
H 0.99 0.12 -6.07
H -0.26 -0.81 -4.12
H -0.48 3.14 -2.41
H 0.79 4.04 -4.38
H 0.85 -0.08 0.20
H 2.36 -1.95 0.85
H 0.09 -4.68 -1.53
H -1.46 -2.84 -2.19
H -2.13 -2.03 -3.68
H -4.12 -2.91 -4.86
H -6.54 0.14 -3.08
H -4.57 1.04 -1.88
*
```


A molecular structure, C31H25ClN4O5PRuS. Source: OMol25; level of theory: ωB97M-V/def2-TZVPD.

Calculated values
expectation value of S²	8.80
HOMO-LUMO gap (spin up / spin down)	6.2 / 7.0	eV
energy relative to the best compared isomer or geometry (same formula, charge and spin)	1.197	eV
E_HOMO (spin up / spin down)	-6.19 / -8.44	eV

```
! wB97M-V def2-TZVPD RIJCOSX def2/J DEFGRID3
* xyz 0 6
Ru 0.96 0.54 -0.33
O 3.30 0.68 -0.58
C 2.74 -0.18 -1.24
C 2.80 -1.19 -2.18
C 4.03 -1.59 -2.80
C 4.02 -2.63 -3.69
C 2.83 -3.31 -4.02
C 1.64 -2.93 -3.43
C 1.61 -1.88 -2.53
P 0.16 -1.30 -1.64
C -1.01 -0.63 -2.84
C -2.36 -0.53 -2.52
C -3.24 0.10 -3.39
C -2.76 0.66 -4.58
C -1.40 0.58 -4.88
C -0.53 -0.06 -4.02
C -0.62 -2.72 -0.85
C -0.29 -3.00 0.47
C -0.80 -4.14 1.08
C -1.64 -4.99 0.37
C -1.98 -4.70 -0.95
C -1.47 -3.57 -1.56
H 4.95 -1.07 -2.56
H 4.95 -2.93 -4.16
H 2.85 -4.13 -4.73
H 0.72 -3.45 -3.67
H -2.73 -0.94 -1.59
H -4.29 0.17 -3.15
H -3.44 1.16 -5.25
H -1.03 1.03 -5.79
H 0.53 -0.10 -4.25
H 0.35 -2.33 1.03
H -0.55 -4.36 2.11
H -2.04 -5.88 0.85
H -2.63 -5.36 -1.50
H -1.74 -3.34 -2.58
N -0.92 1.32 8.01
C -0.51 1.15 6.70
C -0.62 -0.10 6.09
C -0.18 -0.29 4.80
C 0.39 0.78 4.11
C 0.50 2.03 4.70
C 0.06 2.21 6.00
S 0.86 0.56 2.45
O 1.63 1.71 2.00
O 1.51 -0.73 2.31
N -0.44 0.44 1.50
C -1.06 1.63 1.10
N -1.25 1.65 -0.22
C -1.77 2.77 -0.74
C -2.13 3.83 0.06
C -1.89 3.69 1.42
N -1.35 2.60 1.96
H -1.55 0.64 8.39
H -1.06 2.26 8.34
H -1.06 -0.93 6.63
H -0.26 -1.25 4.32
H 0.93 2.85 4.14
H 0.15 3.18 6.47
H -1.88 2.78 -1.82
H -2.54 4.74 -0.36
H -2.12 4.50 2.11
Cl 1.17 5.03 -0.49
C 2.39 3.75 -0.81
C 1.94 2.93 -2.00
O 2.31 3.20 -3.12
O 1.06 1.98 -1.74
H 2.47 3.17 0.11
H 3.33 4.24 -1.04
*
```


A molecular structure, C31H25FIrN3Se2 in a non-equilibrium geometry. Source: OMol25; level of theory: ωB97M-V/def2-TZVPD.

Calculated values
expectation value of S²	6.08
HOMO-LUMO gap (spin up / spin down)	6.0 / 6.2	eV
energy relative to the best compared isomer or geometry (same formula, charge and spin)	0.581	eV
E_HOMO (spin up / spin down)	-5.97 / -7.94	eV

```
! wB97M-V def2-TZVPD RIJCOSX def2/J DEFGRID3
* xyz 0 5
Ir 11.40 9.92 12.29
N 11.30 10.73 14.37
C 10.59 9.72 15.15
C 11.15 9.45 16.40
C 10.66 8.34 17.10
C 9.55 7.68 16.71
C 8.98 8.00 15.47
C 9.52 8.94 14.64
C 8.93 8.94 13.29
C 7.54 8.47 13.15
C 7.01 8.14 11.92
C 7.76 8.34 10.77
C 8.98 9.03 10.89
C 9.61 9.14 12.11
H 12.09 11.04 14.96
H 10.68 11.54 14.39
H 12.09 9.99 16.75
H 11.15 8.05 18.04
H 9.21 6.85 17.29
H 8.26 7.34 15.08
H 6.89 8.31 13.99
H 6.03 7.71 11.87
H 7.41 8.18 9.76
H 9.42 9.33 9.97
F 12.69 8.34 3.50
C 12.84 8.63 4.74
C 13.53 7.76 5.61
C 13.72 8.06 6.94
C 13.23 9.25 7.51
C 13.69 9.67 8.75
C 12.43 10.07 6.68
C 12.18 9.69 5.35
H 14.06 6.95 5.14
H 14.32 7.54 7.65
H 13.36 10.57 9.29
H 14.37 9.12 9.35
H 12.19 11.05 7.01
H 11.48 10.30 4.83
Se 9.20 12.19 10.60
N 10.80 11.68 11.47
C 11.56 12.81 11.69
C 12.75 12.95 12.37
C 13.31 14.20 12.53
C 12.70 15.37 12.03
C 11.52 15.28 11.30
C 10.92 13.96 11.15
N 9.77 13.89 10.51
H 13.28 12.18 12.86
H 14.29 14.20 13.05
H 13.13 16.31 12.15
H 11.05 16.18 10.85
Se 12.54 7.89 12.77
C 13.91 8.90 13.72
C 14.63 9.99 13.24
C 15.44 10.75 14.05
C 15.59 10.44 15.35
C 15.05 9.22 15.87
C 14.17 8.49 15.07
H 14.65 10.19 12.12
H 16.03 11.54 13.54
H 16.18 11.08 16.00
H 15.16 8.98 16.91
H 13.67 7.58 15.35
*
```